Density functional theory data (the ωB97M-V functional and the def2-TZVPD basis) for a single C23H25N5O4S molecule.

Values from the calculation:
HOMO = -0.291 hartree
SMILES string = Cc1noc(/C=C/NCc2cccnc2)c1S(=O)(=O)N(C)CC(=O)N1CCc2ccccc21
lowest unoccupied orbital energy = 0.6 eV
gap between HOMO and LUMO = 8.49 eV
molecular weight = 467.551 g/mol
ΔE to the lowest compared entry with this formula, charge and spin = 302.89 kJ/mol
charge = 0
E_tot = -50731.0559 eV

Geometry as XYZ:
```
58
C23H25N5O4S, DFT the ωB97M-V functional and the def2-TZVPD basis
C 1.75120 -1.64151 -5.44629
C 1.78556 -0.44651 -4.56950
N 1.91230 0.77247 -5.02438
O 1.91388 1.62892 -3.95330
C 1.79363 0.92120 -2.82381
C 1.73530 1.43505 -1.50827
C 1.19548 2.60693 -1.10958
N 1.08061 2.91888 0.20059
C 0.01349 3.75896 0.67529
C -1.31241 3.04161 0.82743
C -1.57543 1.80598 0.24816
C -2.82883 1.24018 0.41903
C -3.77057 1.92389 1.16900
N -3.52916 3.09651 1.73163
C -2.33640 3.63270 1.56352
C 1.71363 -0.42520 -3.15471
S 1.22699 -1.60934 -1.96402
O 1.08983 -2.91514 -2.55331
O 0.08443 -1.10381 -1.25221
N 2.51581 -1.60127 -0.86681
C 3.67967 -2.23579 -1.43988
C 2.10925 -2.11467 0.42831
C 1.20513 -1.08881 1.11711
O 1.61026 0.05063 1.28466
N 0.02499 -1.52092 1.60619
C -0.62774 -2.78169 1.25251
C -2.08316 -2.65423 1.73266
C -2.08456 -1.36748 2.50028
C -3.09598 -0.79360 3.23826
C -2.85849 0.41981 3.87067
C -1.62276 1.03245 3.76278
C -0.59992 0.46426 3.01711
C -0.84610 -0.73867 2.37891
H 2.76399 -1.90683 -5.74735
H 1.17729 -1.42911 -6.34403
H 1.31533 -2.47477 -4.90128
H 2.00457 0.71597 -0.75084
H 0.83142 3.34133 -1.81677
H 1.33195 2.15210 0.81866
H -0.11385 4.59034 -0.02818
H 0.30423 4.18174 1.64241
H -0.82931 1.27595 -0.32550
H -3.05687 0.28485 -0.02556
H -4.76288 1.52444 1.33032
H -2.18628 4.59384 2.04065
H 3.53320 -3.31322 -1.57726
H 4.54276 -2.05650 -0.80023
H 3.85341 -1.77945 -2.41271
H 1.65002 -3.10467 0.33481
H 3.00753 -2.19665 1.04966
H -0.12176 -3.61228 1.75654
H -0.57558 -2.92188 0.17133
H -2.77464 -2.59902 0.88997
H -2.38104 -3.49819 2.35604
H -4.05541 -1.28139 3.32397
H -3.64043 0.88632 4.44925
H -1.44869 1.97202 4.26492
H 0.36108 0.94325 2.94318
```

Density functional theory data (the ωB97M-V functional and the def2-TZVPD basis) for C29H39BN8OReTe as an isolated structure.

Values from the calculation:
HOMO (alpha / beta) = -0.603 / -0.603 hartree
lowest unoccupied orbital energy (alpha / beta) = -11.5 / -11.5 eV
gap between HOMO and LUMO (alpha / beta) = 4.94 / 4.94 eV
molecular weight = 840.305 g/mol
charge = +3
E_tot = -54749.9267 eV

Geometry as XYZ:
```
80
C29H39BN8OReTe, DFT the ωB97M-V functional and the def2-TZVPD basis
Re 0.28820 0.38970 -1.18152
C -0.72138 2.52551 -3.94065
C -0.86652 3.03675 -2.54879
C -1.26950 4.29359 -2.11958
C -1.29713 4.22432 -0.73529
N -0.93644 2.99547 -0.35461
N -0.63017 2.26402 -1.46507
B -0.98433 2.23552 0.99162
N 0.47921 1.78832 1.32862
C 1.27595 2.08738 2.33500
C 2.50426 1.42754 2.17000
C 2.39877 0.69466 1.02157
C 3.41513 -0.20130 0.40932
N 1.13946 0.92563 0.47679
N -1.79323 0.91126 0.70486
C -2.92262 0.52491 1.26506
C -3.37059 -0.64535 0.63587
C -2.43978 -0.94618 -0.32265
C -2.49542 -2.05837 -1.30871
N -1.42938 0.00582 -0.26967
N -1.61932 2.98171 2.09809
C -2.78169 3.70921 2.10389
C -3.20672 3.80208 3.39378
C -2.25373 3.07062 4.15720
C -2.22045 2.87915 5.63597
N -1.32496 2.55661 3.37189
H -1.56337 2.85782 -4.54644
H 0.18396 2.90655 -4.41558
H -0.71115 1.43380 -3.97664
H -1.53527 5.13861 -2.73168
H -1.55329 4.97895 -0.00937
H 0.92515 2.73352 3.12502
H 3.35731 1.48785 2.82436
H 4.35757 -0.08640 0.94023
H 3.11317 -1.24842 0.49923
H 3.58613 0.01958 -0.64457
H -3.35914 1.09360 2.07398
H -4.27964 -1.18195 0.84788
H -3.53483 -2.34666 -1.45789
H -2.09618 -1.77154 -2.28157
H -1.96932 -2.94148 -0.94471
H -3.21802 4.11175 1.20472
H -4.06436 4.33957 3.76123
H -3.16825 3.16929 6.08300
H -2.01573 1.84029 5.89066
H -1.43763 3.49278 6.08231
C -0.50477 -6.92237 2.22202
C -0.13043 -5.74982 1.38328
C 0.24866 -5.91023 0.04691
C 0.60593 -4.84332 -0.75020
C 1.01049 -5.12820 -2.17272
C 0.56917 -3.53419 -0.16682
Te 0.96324 -2.04369 -1.50221
C 0.22405 -3.34831 1.20305
C 0.23248 -2.02090 1.90542
C -0.12728 -4.46046 1.93325
H -0.45584 -7.85494 1.66649
H -1.51654 -6.79866 2.61484
H 0.16030 -6.99374 3.08586
H 0.26833 -6.90646 -0.37536
H 0.98043 -6.19988 -2.35135
H 2.02906 -4.79642 -2.38082
H 0.34221 -4.66368 -2.89955
H 0.90169 -1.31112 1.42856
H 0.56070 -2.15136 2.93555
H -0.77038 -1.58769 1.93980
H -0.38650 -4.33701 2.97851
C 3.59503 1.25353 -3.90032
C 3.20082 2.67457 -3.50157
C 2.37119 2.46609 -2.25812
O 1.70577 1.12933 -2.46659
C 2.32558 0.47151 -3.66453
H 4.40428 0.88018 -3.27130
H 3.91209 1.18044 -4.93871
H 2.61961 3.15517 -4.28858
H 4.06392 3.30320 -3.29066
H 1.58516 3.19612 -2.09224
H 2.97497 2.34728 -1.35853
H 1.60775 0.57347 -4.47719
H 2.47410 -0.57456 -3.41335
```

Density functional theory data (the ωB97M-V functional and the def2-TZVPD basis) for a 12-piece molecular cluster, C36H54N2O32 overall.

Values from the calculation:
HOMO = -0.339 hartree
SMILES string = O=C1OCCO1.O=C1OCCO1.O=C1OCCO1.O=C1OCCO1.O=C1OCCO1.O=C1OCCO1.O=C1OCCO1.O=C1OCCO1.O=C1OCCO1.O=C1OCCO1.CN(C)C=O.CN(C)C=O
lowest unoccupied orbital energy = -0.7 eV
gap between HOMO and LUMO = 8.54 eV
molecular weight = 1026.810 g/mol
ΔE to the lowest compared entry with this formula, charge and spin = 404.50 kJ/mol
charge = 0
E_tot = -106704.3126 eV

Geometry as XYZ:
```
124
C36H54N2O32, DFT the ωB97M-V functional and the def2-TZVPD basis
O 2.91287 6.55391 3.84224
C 2.59672 5.37169 3.84155
O 2.05331 4.71276 4.93538
C 2.18947 3.30707 4.76714
C 2.26200 3.22274 3.22524
O 2.79901 4.51564 2.85828
H 3.07984 3.01973 5.32640
H 1.33158 2.75846 5.15590
H 1.27806 3.11283 2.76928
H 2.89364 2.43395 2.81666
O -6.14227 0.28914 -4.27163
C -5.89236 -0.61055 -3.48444
O -6.71292 -0.82084 -2.45725
C -6.39831 -2.07428 -1.92917
C -4.93255 -2.18123 -2.23131
O -4.83865 -1.45708 -3.40646
H -6.46535 -2.20519 -0.84914
H -6.93857 -2.80996 -2.52499
H -4.68693 -3.22656 -2.41849
H -4.18942 -1.81871 -1.52107
O 0.03733 0.91114 3.29316
C -0.87759 0.16346 3.63238
O -1.57903 0.20717 4.70536
C -2.25178 -0.99102 4.88567
C -2.31933 -1.65248 3.53066
O -1.23319 -0.97670 2.99442
H -1.59489 -1.46889 5.61248
H -3.28559 -0.82397 5.18807
H -3.19248 -1.38231 2.93676
H -2.27377 -2.73765 3.62241
O 4.36791 1.91152 -2.61117
C 3.61068 2.80649 -2.19804
O 3.15268 2.94484 -0.98733
C 2.27105 4.05406 -0.96425
C 2.18112 4.45556 -2.39598
O 3.25683 3.81933 -3.00807
H 1.24205 3.90674 -0.63628
H 2.68294 4.92681 -0.45755
H 2.46592 5.49886 -2.53207
H 1.26322 4.21936 -2.93428
O 0.95389 0.58387 -3.55437
C 0.23607 -0.44117 -3.84541
O -1.04345 -0.45224 -3.59791
C -1.62171 -1.51641 -4.30813
C -0.45283 -2.48301 -4.53381
O 0.60397 -1.63733 -4.36388
H -2.51819 -1.89154 -3.81448
H -2.02668 -1.14181 -5.24822
H -0.53654 -2.87604 -5.54704
H -0.57537 -3.30306 -3.82628
O 0.51894 6.61992 1.67187
C -0.44236 5.86386 1.55691
O -1.53070 6.11395 0.72116
C -2.54662 5.26627 1.13414
C -1.79712 4.10787 1.60297
O -0.63946 4.73833 2.11782
H -3.24733 5.71887 1.83575
H -3.01133 4.85309 0.23893
H -1.53382 3.41879 0.80051
H -2.34369 3.53092 2.34895
O -2.02533 -5.79477 -1.87352
C -1.97606 -5.28948 -0.75501
O -1.17947 -4.21702 -0.51753
C -1.52208 -3.65598 0.75806
C -2.50636 -4.72605 1.33233
O -2.50153 -5.74684 0.37022
H -0.59751 -3.70292 1.33344
H -1.94992 -2.66814 0.92902
H -3.46016 -4.20741 1.42908
H -2.24603 -5.22033 2.26828
O 7.33785 1.35955 1.07035
C 6.26839 0.76382 1.04611
O 6.08969 -0.49313 1.58419
C 4.69656 -0.84187 1.52264
C 4.09695 0.26631 0.61817
O 5.08397 1.25753 0.63686
H 4.59041 -1.83106 1.07729
H 4.17696 -0.77072 2.47818
H 3.16984 0.64568 1.04787
H 3.95663 -0.08761 -0.40318
O 1.61641 -2.68716 1.87008
C 1.52606 -2.59237 3.14944
O 2.06060 -1.55152 3.90911
C 1.82297 -1.77303 5.28389
C 0.78174 -2.95134 5.28736
O 0.90547 -3.42068 3.94721
H 2.73612 -2.07192 5.79858
H 1.41196 -0.89896 5.78903
H -0.23672 -2.63976 5.51921
H 1.10506 -3.68183 6.02895
O -2.47241 -0.63313 -0.42177
C -1.29844 -0.30561 -0.36357
O -0.96071 1.03539 -0.11818
C 0.37589 1.07428 -0.11200
C 0.90664 -0.38126 -0.17715
O -0.30916 -1.09817 -0.48849
H 0.75946 1.52129 -1.02915
H 0.88888 1.68659 0.62964
H 1.34901 -0.58260 0.79849
H 1.62388 -0.61194 -0.96483
C 1.88168 -5.41066 -1.68325
N 2.85834 -4.36047 -1.88857
C 4.25473 -4.67782 -2.25453
C 2.55121 -3.14851 -1.44900
O 3.25832 -2.11874 -1.39990
H 0.84308 -5.18069 -1.44552
H 2.21171 -5.96904 -0.80724
H 1.81893 -6.10294 -2.52283
H 4.94148 -3.83140 -2.24887
H 4.53432 -5.43002 -1.51689
H 4.33404 -5.18182 -3.21776
H 1.51597 -3.14019 -1.07428
C -3.34811 2.03014 -4.42442
N -2.35531 2.82703 -3.66166
C -2.07847 4.11079 -4.33850
C -1.81776 2.46777 -2.44239
O -1.10815 3.23679 -1.78727
H -2.89697 1.74240 -5.37404
H -4.13945 2.74593 -4.64694
H -3.68342 1.14066 -3.89103
H -2.78818 4.88366 -4.04340
H -1.07094 4.46072 -4.11368
H -2.06626 3.94183 -5.41526
H -2.31571 1.52979 -2.15182
```

Q: Look up the charge of the first one.
A: 0

Q: The highest E_tot belongs to which entry?
A: C23H25N5O4S